# 1
{"formula": "C10H6", "method": "ωB97M-V/def2-TZVPD", "elements": ["H", "C", "C", "C", "C", "H", "H", "C", "H", "H", "C", "C", "H", "C", "C", "C"], "coordinates": [[-4.381835, -1.997311, -0.015898], [3.457655, -1.433078, -0.043062], [1.215453, 1.381186, -0.008205], [0.002778, 2.052842, 0.026130], [-2.475624, -0.754071, -0.011022], [0.009597, -1.812674, 0.072048], [2.201439, 1.855162, 0.016970], [-1.206432, 1.404045, -0.039293], [4.383851, -1.948086, -0.058788], [-0.030042, 3.137741, -0.113852], [1.207297, -0.018543, 0.084797], [-1.191670, 0.019074, 0.042724], [-2.174458, 1.927058, -0.134265], [-3.469758, -1.422793, -0.037755], [-0.008372, -0.693278, 0.074083], [2.467246, -0.729032, -0.049434]], "forces_ev_per_a": [[0.51, 0.29, -0.08], [-1.22, 1.27, -0.13], [0.21, -0.59, 1.02], [0.33, 1.55, -1.11], [1.62, 0.89, 0.12], [-0.22, 1.23, 0.04], [-0.60, 0.19, -0.20], [-0.67, -0.34, 0.40], [0.07, -0.16, -0.04], [0.27, -0.29, 0.34], [0.62, 0.36, -1.10], [-2.23, -1.42, -0.42], [0.79, -0.24, 0.14], [-0.58, -0.23, 0.10], [0.58, -1.40, 0.25], [0.53, -1.11, 0.67]], "lowdin_charge": [0.033, 0.130, -0.029, -0.082, -0.078, 0.147, 0.122, -0.046, 0.021, 0.111, -0.246, -0.235, 0.130, 0.107, 0.002, -0.087], "smiles": "C#Cc1cccc(C#C)c1", "lumo_energy_ev": 0.55, "gap_ev": 9.58, "homo_energy_ev": -9.03, "total_charge": 0, "de_lowest_ev": 0.0000}

=====

# 2
{"formula": "C10H6BiCl2GdN2O3S", "method": "ωB97M-V/def2-TZVPD", "elements": ["C", "C", "O", "H", "C", "O", "H", "Bi", "C", "N", "H", "S", "H", "C", "Cl", "Cl", "C", "O", "C", "C", "H", "C", "H", "N", "C", "Gd"], "coordinates": [[0.711743, -5.597952, 0.209665], [4.846029, 4.065029, -5.107886], [5.920198, 4.010107, -5.520791], [1.243462, -2.239705, 0.921301], [-0.187385, -3.075860, -0.444910], [-0.589998, -0.235282, 1.836104], [2.293623, -4.629801, 1.310920], [3.185269, 3.341912, -3.504744], [-0.893092, -4.188750, -0.897362], [-0.533753, -1.887949, -1.160495], [-0.990793, -6.321540, -0.971971], [-2.221762, -3.704427, -1.988756], [-1.996975, -0.096490, -2.277376], [1.385949, -4.481030, 0.710092], [3.954971, 0.972903, -3.705331], [0.778649, 1.895138, -2.074256], [-1.695224, -2.085186, -1.832822], [4.215924, 7.254093, -3.795462], [0.900273, -3.179724, 0.435449], [-0.443088, -5.465177, -0.584747], [-3.282343, -1.192421, -2.745633], [0.108859, -0.056780, 0.928172], [1.077759, -6.591729, 0.453753], [-2.342177, -1.049101, -2.404133], [3.920374, 6.164150, -3.598054], [1.257080, -0.435642, -1.183785]], "forces_ev_per_a": [[-1.41, -1.16, -1.02], [5.15, -1.06, -1.67], [-4.55, 0.60, 1.39], [0.31, -1.06, -0.07], [0.84, 2.52, -0.99], [3.44, 1.13, -4.38], [-0.46, 0.14, -0.12], [0.05, 0.20, -0.11], [-1.09, -1.63, -0.99], [0.65, -0.87, 1.58], [0.26, -0.10, 0.20], [0.44, -1.01, 0.83], [-0.41, -0.27, -0.14], [0.63, 2.72, 0.69], [-0.41, 0.15, 0.26], [-0.22, -1.64, 0.83], [-0.97, 2.20, -1.29], [-0.98, -3.71, 0.75], [0.26, -0.39, 0.20], [-0.33, -0.02, -0.03], [-0.24, 0.21, -0.40], [-4.06, -0.65, 5.71], [-0.03, 0.03, -0.04], [1.26, -1.72, 1.33], [0.83, 4.06, -0.64], [1.03, 1.30, -1.86]], "mulliken_spin": [0.237, 0.002, 0.025, 0.007, 0.221, 0.007, 0.003, 0.893, 0.171, 0.043, 0.003, 0.016, -0.004, 0.196, 0.044, 0.076, 0.030, 0.001, -0.022, -0.053, -0.005, -0.009, -0.001, 0.145, 0.013, 4.962], "multiplicity": 8, "lumo_energy_ev": [-15.38, -16.87], "gap_ev": [4.53, 5.68], "homo_energy_ev": [-19.91, -22.55], "s_squared": 16.12, "total_charge": 4, "de_lowest_ev": 1.8945}

=====

# 3
{"formula": "C10H6Cl2LuN2O3Pr", "method": "ωB97M-V/def2-TZVPD", "elements": ["H", "C", "N", "C", "C", "H", "H", "Cl", "O", "C", "C", "O", "Lu", "O", "C", "N", "C", "C", "H", "C", "H", "C", "Cl", "H", "Pr"], "coordinates": [[-1.165567, 1.838478, -0.221659], [-0.678806, 1.527607, 0.720424], [-0.640454, 2.245898, 1.849012], [0.266413, 0.278135, 2.319575], [0.305694, 1.895103, 4.164467], [0.093251, 2.913228, 4.520336], [-0.964589, 3.202573, 1.917461], [0.913228, -1.361806, -2.825178], [-0.678824, -0.007591, -8.824404], [0.953231, 0.910259, 4.922201], [-1.048254, -2.205980, 0.676120], [-1.311276, -2.844316, 1.609282], [-0.568577, -0.658151, -0.943956], [0.147011, -3.035498, -8.886094], [0.857819, -0.721943, 3.082334], [-0.101183, 0.321727, 0.952539], [-0.437985, -0.429128, -7.770858], [0.134590, -2.659664, -7.795161], [1.710096, -1.099538, 5.025177], [-0.041729, 1.508927, 2.867328], [0.977187, -1.694365, 2.606693], [1.225432, -0.367363, 4.395235], [-1.212987, 0.732903, -4.801666], [1.286800, 1.095233, 5.943272], [-0.020522, -1.384727, -5.502480]], "forces_ev_per_a": [[0.31, 0.27, 0.50], [0.14, 0.45, 1.59], [-0.32, 0.04, -1.27], [0.14, -0.18, -0.37], [0.13, -0.26, 0.27], [0.13, -0.63, 0.03], [-0.10, 0.15, 0.13], [-0.04, -0.18, 0.33], [1.18, -2.00, 5.19], [-0.13, 0.44, -0.33], [-1.92, -4.59, 5.82], [1.39, 3.29, -4.85], [0.66, 1.62, 0.35], [0.00, 1.50, 4.83], [0.18, 0.20, 0.28], [-0.54, -1.20, -1.29], [-1.71, 3.79, -6.33], [0.33, -3.04, -5.46], [0.01, -0.04, 0.01], [0.15, 0.97, 0.27], [0.50, 0.05, 0.63], [-0.55, -0.48, -1.14], [0.35, -1.04, -0.19], [-0.20, 0.21, -0.27], [-0.08, 0.65, 1.28]], "mulliken_spin": [0.000, 0.000, 0.000, 0.000, 0.000, 0.000, 0.000, -0.003, 0.002, 0.000, 0.000, 0.000, 0.000, 0.001, 0.000, 0.000, -0.003, -0.002, 0.000, 0.000, 0.000, 0.000, -0.031, 0.000, 2.036], "multiplicity": 3, "lumo_energy_ev": [-15.39, -14.97], "gap_ev": [4.59, 5.01], "homo_energy_ev": [-19.98, -19.98], "s_squared": 2.00, "total_charge": 4}

=====

# 4
{"formula": "C10H6F4N4OS", "method": "ωB97M-V/def2-TZVPD", "elements": ["C", "H", "H", "F", "F", "C", "H", "C", "N", "H", "H", "O", "C", "C", "N", "C", "H", "C", "F", "C", "F", "C", "N", "S", "N", "C"], "coordinates": [[1.360784, 2.723571, 1.493236], [-0.719446, 0.100791, -2.360046], [-3.378814, -2.598375, -4.166430], [3.037150, 3.033354, 4.725211], [0.542200, -0.556842, 2.876850], [2.319021, 2.534734, 3.699189], [-2.769654, -3.234288, -5.634518], [-0.957287, -1.930850, -2.698502], [-0.742920, -0.810526, -1.962029], [1.237310, 3.311108, 0.563381], [-2.319224, -4.038296, -4.085802], [-0.068962, 1.541064, -0.597734], [1.758239, 1.256631, 3.810638], [1.016033, 0.715500, 2.740663], [-1.030869, -2.422734, -0.534043], [-0.830915, -1.143038, -0.658361], [-0.596385, -0.861322, 1.350943], [0.059296, 0.865406, 0.411081], [2.572154, 4.548665, 2.391425], [-2.524156, -3.080285, -4.580690], [1.951207, 0.542979, 4.935989], [2.084509, 3.293034, 2.583048], [-1.118762, -2.926224, -1.829201], [-1.081964, -1.958280, -4.461029], [-0.628232, -0.332003, 0.445922], [0.829684, 1.426227, 1.540811]], "forces_ev_per_a": [[0.36, 0.50, 0.17], [0.17, 0.76, 0.16], [-0.56, 0.30, 0.61], [-0.45, -0.42, -0.61], [0.36, 0.92, 0.22], [0.26, 0.19, 1.28], [0.45, -0.02, 0.03], [-0.32, -1.47, 1.95], [-0.14, 1.27, -0.68], [0.04, -0.40, 0.76], [-0.03, 0.42, -0.18], [0.64, 0.18, -0.23], [-0.39, -0.61, -0.44], [0.67, 0.05, 0.51], [-0.18, -0.15, -1.08], [0.26, -0.62, -0.18], [-0.08, 0.49, -1.56], [-1.41, 0.54, -1.94], [-0.26, -1.16, 0.71], [0.49, -0.33, -0.31], [-0.11, 0.47, -0.74], [-0.86, -0.10, -2.83], [-0.04, 0.15, -0.70], [-0.20, -0.38, 0.48], [1.01, -0.36, 2.61], [0.32, -0.22, 1.99]], "lowdin_charge": [0.093, 0.132, 0.022, 0.122, 0.080, -0.126, 0.035, -0.667, 0.128, 0.148, 0.042, 0.075, -0.106, -0.107, 0.071, -0.382, 0.157, -0.381, 0.089, -0.385, 0.120, -0.162, 0.020, 0.869, 0.173, -0.059], "smiles": "CSc1nnc(NC(=O)c2cc(F)c(F)c(F)c2F)[nH]1", "lumo_energy_ev": -0.62, "gap_ev": 8.00, "homo_energy_ev": -8.61, "total_charge": 0, "de_lowest_ev": 0.0275}